# C25H26FMnN9O6S

C25H26FMnN9O6S as an isolated structure (ωB97M-V with the def2-TZVPD basis set, the OMol25 dataset).

The relative energy (zero: lowest compared OMol25 entry of this formula, charge and spin) is 46.2 kJ/mol. As for the expectation value of S²: 1.20. Its maximum force is 1.0 eV/Å. As for the spin multiplicity: 2. For the electronic energy, the calculation gives -96918.1218 eV. The calculation puts the LUMO energy (alpha / beta) at 0.09 / 0.10 eV. The calculation puts the orbital gap (alpha / beta) at 7.62 / 7.58 eV.

The geometry in XYZ format:
```
69
Properties=species:S:1:pos:R:3:mulliken_charge:R:1
Mn 0.383 -0.824 0.140 0.366
O -2.503 -0.822 3.169 -0.756
S -1.846 -0.805 1.887 1.749
O -0.970 0.359 1.668 -0.558
N -0.996 -2.072 1.444 -0.394
C -0.291 -2.756 2.435 -0.585
C -0.796 -3.195 3.639 -0.311
C 0.001 -3.943 4.526 -0.865
C 1.289 -4.288 4.222 -0.871
C 1.844 -3.862 2.995 1.028
C 3.155 -4.191 2.584 -0.607
C 3.616 -3.741 1.380 -1.041
C 2.779 -2.923 0.597 -0.022
N 1.563 -2.586 0.944 0.096
C 1.069 -3.072 2.120 0.293
C -3.139 -0.728 0.667 -0.006
C -3.028 -1.332 -0.575 0.021
C -4.047 -1.173 -1.502 -0.703
C -5.168 -0.417 -1.187 -0.577
C -5.279 0.170 0.066 -0.563
C -4.266 0.012 1.000 -0.533
H -1.817 -2.970 3.905 0.539
H -0.436 -4.263 5.464 0.381
H 1.889 -4.885 4.897 0.389
H 3.774 -4.803 3.229 0.415
H 4.608 -3.982 1.026 0.404
H 3.143 -2.521 -0.341 0.492
H -2.162 -1.935 -0.808 0.354
H -3.966 -1.646 -2.473 0.404
H -5.961 -0.295 -1.914 0.398
H -6.157 0.748 0.323 0.429
H -4.340 0.460 1.981 0.489
C 2.416 -0.680 -4.099 -1.289
N 3.175 -0.158 -2.976 0.210
C 4.382 0.593 -3.268 -1.307
C 2.618 -0.202 -1.734 0.552
N 1.656 -0.999 -1.419 -0.164
N 3.200 0.662 -0.812 -0.144
C 2.616 1.066 0.389 0.503
N 3.090 2.281 0.819 -0.648
N 1.809 0.325 1.044 -0.113
H 2.759 -0.193 -5.009 0.439
H 1.356 -0.450 -3.980 0.422
H 2.542 -1.760 -4.221 0.318
H 4.846 0.172 -4.157 0.455
H 5.102 0.499 -2.457 0.423
H 4.179 1.653 -3.460 0.348
H 1.383 -1.591 -2.192 -0.014
H 3.672 1.427 -1.265 0.264
H 3.244 2.966 0.094 0.218
H 2.578 2.669 1.596 0.254
H 1.444 0.776 1.877 0.194
F -3.470 3.269 2.031 -0.285
C -2.871 3.727 0.927 0.389
C -2.457 2.897 -0.035 0.099
N -1.847 3.354 -1.181 0.133
C -1.381 2.385 -2.168 -1.529
C -0.232 1.564 -1.570 0.819
O 0.916 2.015 -1.646 -0.660
O -0.598 0.478 -1.019 -0.315
C -1.599 4.696 -1.389 0.470
O -1.058 5.145 -2.377 -0.651
N -2.043 5.516 -0.367 -0.048
C -2.681 5.166 0.821 0.013
O -3.015 5.999 1.632 -0.629
H -2.557 1.823 0.042 0.458
H -1.031 2.955 -3.023 0.442
H -2.209 1.732 -2.446 0.283
H -1.884 6.502 -0.512 0.234
```

=====

# C3I2N2

C3I2N2 as an isolated structure in a non-equilibrium geometry (ωB97M-V with the def2-TZVPD basis set, the OMol25 dataset).

The relative energy (zero: lowest compared OMol25 entry of this formula, charge and spin) is 206.9 kJ/mol. Its maximum force is 2.9 eV/Å. For the electronic energy, the calculation gives -22288.0295 eV. The calculation puts the LUMO energy (alpha / beta) at -4.82 / -4.83 eV. The calculation puts the orbital gap (alpha / beta) at 4.42 / 4.41 eV.

The geometry in XYZ format:
```
7
Properties=species:S:1:pos:R:3:mulliken_charge:R:1
C -1.661 0.381 -0.183 0.263
C 0.047 -0.861 -1.380 0.227
C -0.514 -0.371 -0.218 -0.144
N -2.694 0.839 0.085 -0.292
N 0.427 -1.120 -2.415 -0.252
I 3.426 1.321 2.868 -0.230
I 0.969 -0.189 1.242 0.429
```

=====

# C5H8O

One molecule with the formula C5H8O in a non-equilibrium geometry (ωB97M-V with the def2-TZVPD basis set, the OMol25 dataset).

The relative energy (zero: lowest compared OMol25 entry of this formula, charge and spin) is 133.5 kJ/mol. Its maximum force is 1.8 eV/Å. Its SMILES is C1C[C@@H]2O[C@@H]2C1. For the electronic energy, the calculation gives -7360.8719 eV. The calculation puts the LUMO energy at 1.14 eV. The calculation puts the orbital gap at 11.04 eV.

The geometry in XYZ format:
```
14
Properties=species:S:1:pos:R:3:mulliken_charge:R:1
C 0.941 -0.749 -0.120 -0.541
C -0.542 -1.079 -0.265 -0.652
C -1.260 0.258 -0.145 -0.269
O -0.813 1.449 -0.974 -0.467
C -0.324 1.269 0.316 0.054
C 1.053 0.687 0.367 -0.745
H 1.435 -0.831 -1.077 0.244
H 1.448 -1.415 0.571 0.286
H -0.862 -1.764 0.536 0.284
H -0.736 -1.582 -1.205 0.296
H -2.335 0.283 -0.005 0.465
H -0.575 2.009 1.047 0.437
H 1.392 0.730 1.392 0.323
H 1.758 1.236 -0.252 0.286
```

=====

# C3H12N2O

A 2-piece molecular cluster, C3H12N2O overall in a non-equilibrium geometry (ωB97M-V with the def2-TZVPD basis set, the OMol25 dataset).

The relative energy (zero: lowest compared OMol25 entry of this formula, charge and spin) is 141.3 kJ/mol. Its maximum force is 3.1 eV/Å. Its SMILES is CCO.NCN. For the electronic energy, the calculation gives -8331.8578 eV. The calculation puts the LUMO energy at 1.07 eV. The calculation puts the orbital gap at 9.97 eV.

The geometry in XYZ format:
```
18
Properties=species:S:1:pos:R:3:mulliken_charge:R:1
C -1.969 5.153 3.621 -0.864
C -0.552 5.477 3.070 -0.191
O -0.256 4.290 2.264 -0.547
H -2.303 4.194 3.215 0.306
H -2.218 5.439 4.644 0.315
H -2.634 5.823 3.041 0.234
H 0.108 5.641 3.965 0.182
H -0.424 6.327 2.424 0.268
H 0.072 3.575 2.814 0.297
N 1.163 -5.668 -1.958 -0.631
C 1.291 -5.614 -3.457 -0.317
N 1.006 -4.326 -4.028 -0.433
H 1.820 -4.923 -1.706 0.281
H 0.211 -5.334 -1.870 0.216
H 2.342 -5.847 -3.676 0.341
H 0.650 -6.422 -3.836 0.245
H 0.086 -3.955 -3.876 0.142
H 1.607 -3.829 -4.651 0.156
```

=====

# C64H61BaN5P3

C64H61BaN5P3 as an isolated structure (ωB97M-V with the def2-TZVPD basis set, the OMol25 dataset).

The relative energy (zero: lowest compared OMol25 entry of this formula, charge and spin) is 0.0 kJ/mol. The net charge is +1. Its maximum force is 0.3 eV/Å. For the electronic energy, the calculation gives -103368.2895 eV. The calculation puts the LUMO energy at -1.85 eV. The calculation puts the orbital gap at 6.09 eV.

The geometry in XYZ format:
```
134
Properties=species:S:1:pos:R:3:mulliken_charge:R:1
Ba -0.053 -0.298 0.137 0.649
C -1.077 -0.971 3.745 -1.300
C -1.001 0.556 3.588 0.139
C 0.408 1.093 3.518 0.093
C 1.073 1.443 4.689 -0.697
C 2.362 1.939 4.617 -0.659
C 2.963 2.064 3.373 -0.876
C 2.246 1.672 2.259 -0.938
N 0.994 1.205 2.320 0.949
N -1.336 -1.672 2.475 1.834
C -2.781 -1.716 2.241 -1.181
C -3.212 -2.118 0.849 0.750
C -4.192 -3.083 0.663 -1.251
C -4.656 -3.337 -0.619 -0.942
C -4.124 -2.623 -1.680 -1.119
C -3.133 -1.694 -1.407 -0.773
N -2.685 -1.442 -0.177 2.552
C -0.770 -3.023 2.505 0.004
C 0.735 -3.001 2.604 -0.148
C 1.413 -3.839 3.476 -0.707
C 2.798 -3.794 3.513 -0.755
C 3.463 -2.905 2.685 -1.036
C 2.707 -2.101 1.849 -1.002
N 1.376 -2.143 1.804 1.847
H -1.855 -1.234 4.475 0.430
H -0.135 -1.336 4.155 0.528
H -1.504 1.039 4.427 0.765
H -1.538 0.851 2.682 -1.152
H 0.570 1.341 5.642 0.565
H 2.890 2.230 5.515 0.456
H 3.966 2.451 3.266 0.503
H 2.685 1.741 1.268 0.498
H -3.178 -0.713 2.414 -0.060
H -3.270 -2.379 2.972 0.328
H -4.590 -3.619 1.514 0.568
H -5.419 -4.086 -0.785 0.510
H -4.441 -2.794 -2.700 0.579
H -2.677 -1.129 -2.213 -0.056
H -1.043 -3.538 1.579 -0.539
H -1.185 -3.614 3.335 0.264
H 0.860 -4.518 4.112 0.562
H 3.349 -4.442 4.182 0.465
H 4.542 -2.836 2.678 0.534
H 3.187 -1.400 1.173 0.385
C -0.920 -1.003 -4.635 -0.309
C -1.345 -2.442 -4.668 0.038
C -2.152 -2.899 -5.705 -0.659
C -2.505 -4.235 -5.812 -0.881
C -2.033 -5.143 -4.878 -0.879
C -1.240 -4.702 -3.829 -0.017
C -0.904 -3.356 -3.695 -0.082
P 0.078 -2.673 -2.302 1.755
C 0.201 -4.110 -1.147 1.504
C -1.050 -4.633 -0.787 -0.794
C -1.186 -5.684 0.102 -1.017
C -0.050 -6.219 0.693 -1.167
C 1.188 -5.684 0.381 -0.538
C 1.348 -4.636 -0.531 -0.105
C 2.754 -4.153 -0.782 -1.336
C 1.699 -2.377 -3.039 0.186
C 2.321 -3.359 -3.813 -0.656
C 3.637 -3.232 -4.208 -0.636
C 4.338 -2.092 -3.805 -0.758
C 3.719 -1.087 -3.096 -0.747
C 2.356 -1.156 -2.723 0.790
C 1.691 -0.052 -2.056 -0.986
H 0.155 -0.910 -4.811 0.305
H -1.109 -0.547 -3.660 -0.577
H -1.449 -0.421 -5.389 0.279
H -2.495 -2.189 -6.450 0.495
H -3.130 -4.568 -6.631 0.423
H -2.276 -6.194 -4.963 0.447
H -0.880 -5.422 -3.106 0.453
H -1.941 -4.216 -1.241 0.556
H -2.169 -6.076 0.332 0.430
H -0.126 -7.044 1.389 0.395
H 2.075 -6.091 0.852 0.500
H 3.404 -4.484 0.028 0.537
H 2.820 -3.069 -0.864 -0.096
H 3.149 -4.554 -1.716 0.397
H 1.762 -4.252 -4.077 0.399
H 4.117 -3.999 -4.800 0.420
H 5.380 -1.979 -4.084 0.401
H 4.274 -0.189 -2.848 0.431
H 0.713 0.158 -2.525 0.191
H 2.291 0.863 -2.089 0.364
N -2.866 2.330 -1.092 0.410
P -2.739 2.013 0.572 1.129
C -2.744 3.658 1.362 0.329
C -3.847 4.510 1.391 -0.534
C -3.732 5.785 1.921 -0.755
C -2.514 6.220 2.432 -0.662
C -1.413 5.379 2.415 -0.781
C -1.530 4.102 1.883 -0.254
C -4.382 1.370 0.998 0.057
C -4.835 1.422 2.317 -0.567
C -6.007 0.777 2.683 -0.655
C -6.742 0.076 1.735 -0.689
C -6.303 0.028 0.419 -0.529
C -5.128 0.667 0.053 -0.240
P -1.377 2.240 -1.942 0.439
C -0.719 3.937 -1.837 0.239
C 0.462 4.125 -1.126 -0.495
C 0.972 5.401 -0.929 -0.568
C 0.297 6.497 -1.443 -0.565
C -0.879 6.318 -2.164 -0.762
C -1.381 5.044 -2.367 -0.537
C -1.962 2.170 -3.665 0.241
C -1.071 2.529 -4.678 -0.740
C -1.451 2.445 -6.007 -0.640
C -2.722 1.992 -6.341 -0.664
C -3.606 1.620 -5.341 -0.667
C -3.228 1.708 -4.007 -0.030
H -3.560 3.004 -1.403 0.591
H -4.801 4.172 1.001 0.443
H -4.591 6.442 1.937 0.460
H -2.428 7.217 2.844 0.408
H -0.463 5.717 2.810 0.468
H -0.667 3.446 1.860 0.218
H -4.273 1.977 3.061 0.448
H -6.353 0.831 3.707 0.438
H -7.659 -0.422 2.021 0.425
H -6.877 -0.510 -0.325 0.454
H -4.784 0.617 -0.973 0.079
H 0.989 3.263 -0.729 0.335
H 1.894 5.540 -0.379 0.457
H 0.691 7.494 -1.294 0.424
H -1.397 7.175 -2.573 0.445
H -2.288 4.907 -2.946 0.406
H -0.076 2.878 -4.426 0.463
H -0.754 2.728 -6.784 0.430
H -3.019 1.929 -7.380 0.405
H -4.596 1.262 -5.597 0.452
H -3.924 1.406 -3.233 0.220
```

=====

Please write out number 3 again, unchanged.
# C5H8O

One molecule with the formula C5H8O in a non-equilibrium geometry (ωB97M-V with the def2-TZVPD basis set, the OMol25 dataset).

The relative energy (zero: lowest compared OMol25 entry of this formula, charge and spin) is 133.5 kJ/mol. Its maximum force is 1.8 eV/Å. Its SMILES is C1C[C@@H]2O[C@@H]2C1. For the electronic energy, the calculation gives -7360.8719 eV. The calculation puts the LUMO energy at 1.14 eV. The calculation puts the orbital gap at 11.04 eV.

The geometry in XYZ format:
```
14
Properties=species:S:1:pos:R:3:mulliken_charge:R:1
C 0.941 -0.749 -0.120 -0.541
C -0.542 -1.079 -0.265 -0.652
C -1.260 0.258 -0.145 -0.269
O -0.813 1.449 -0.974 -0.467
C -0.324 1.269 0.316 0.054
C 1.053 0.687 0.367 -0.745
H 1.435 -0.831 -1.077 0.244
H 1.448 -1.415 0.571 0.286
H -0.862 -1.764 0.536 0.284
H -0.736 -1.582 -1.205 0.296
H -2.335 0.283 -0.005 0.465
H -0.575 2.009 1.047 0.437
H 1.392 0.730 1.392 0.323
H 1.758 1.236 -0.252 0.286
```